No. 1
Below is C26H37N2SeSn as an isolated structure at a distorted geometry, with properties calculated with ωB97M-V with the def2-TZVPD basis set.

Positions of all 67 atoms, in Å:
1 C -2.196 0.041 1.343
2 C -2.540 0.579 0.078
3 C -1.888 1.833 -0.062
4 C -1.193 2.101 1.152
5 C -1.367 0.983 2.009
6 Sn 0.416 -0.670 -0.865
7 C 3.848 2.105 -0.541
8 C 3.529 0.860 -0.018
9 H 4.201 0.001 -0.238
10 C 2.409 0.654 0.781
11 H 1.703 1.458 0.963
12 H 2.312 -0.214 1.424
13 C 5.029 2.304 -1.417
14 H 5.203 1.420 -2.048
15 H 4.862 3.173 -2.072
16 H 5.944 2.480 -0.860
17 C 2.923 3.242 -0.280
18 H 1.881 2.985 -0.541
19 H 2.927 3.565 0.768
20 H 3.217 4.098 -0.892
21 C -3.452 -0.079 -0.876
22 H -3.062 -1.056 -1.211
23 H -4.432 -0.277 -0.409
24 H -3.620 0.543 -1.768
25 C -1.920 2.682 -1.275
26 H -1.526 2.146 -2.159
27 H -2.953 2.994 -1.513
28 H -1.316 3.592 -1.134
29 C -0.444 3.323 1.494
30 H -0.502 4.064 0.682
31 H -0.854 3.794 2.405
32 H 0.623 3.120 1.694
33 C -0.801 0.799 3.364
34 H -0.102 1.608 3.610
35 H -1.596 0.794 4.130
36 H -0.263 -0.161 3.451
37 C -2.632 -1.275 1.844
38 H -2.186 -1.496 2.824
39 H -3.731 -1.315 1.957
40 H -2.348 -2.087 1.150
41 C -0.415 -0.500 -2.944
42 C 0.557 0.282 -3.840
43 C -1.697 -0.715 -3.383
44 C -0.088 1.030 -4.854
45 H 1.629 0.508 -3.850
46 C -2.289 0.210 -4.293
47 H -2.291 -1.553 -3.031
48 C -1.491 1.103 -4.998
49 H 0.529 1.588 -5.581
50 H -3.379 0.210 -4.411
51 H -1.931 1.840 -5.679
52 C -1.283 -4.748 0.405
53 N -0.439 -4.152 1.418
54 C -0.644 -4.265 2.782
55 C 0.373 -3.608 3.393
56 N 1.205 -3.119 2.408
57 C 2.458 -2.451 2.656
58 C 0.692 -3.419 1.170
59 Se 1.431 -3.101 -0.532
60 H -0.824 -4.584 -0.585
61 H -2.286 -4.295 0.430
62 H -1.382 -5.832 0.589
63 H -1.485 -4.817 3.181
64 H 0.588 -3.475 4.440
65 H 2.289 -1.419 2.984
66 H 3.007 -2.972 3.450
67 H 3.063 -2.458 1.732

Summary:
Charge ... +1
HOMO (alpha / beta) ... -8.68 / -8.69 eV
HOMO-LUMO gap (alpha / beta) ... 3.920 / 3.999 eV

No. 2
Below is a 4-piece molecular cluster, C2H14NO3S2 overall at a distorted geometry, with properties calculated with ωB97M-V with the def2-TZVPD basis set.

Positions of all 22 atoms, in Å:
1 N -1.134 -0.870 -0.749
2 C -0.342 -0.601 0.527
3 C -1.221 -0.093 1.635
4 S -2.234 1.386 1.089
5 S -0.854 2.859 1.400
6 H -0.910 -1.811 -1.129
7 H -0.824 -0.195 -1.460
8 H -2.144 -0.857 -0.605
9 H 0.592 -0.070 0.299
10 H -0.024 -1.675 0.734
11 H -2.125 -0.723 1.760
12 H -0.522 -0.024 2.479
13 H -1.492 3.771 2.205
14 H 3.052 -0.360 -2.360
15 H 2.678 -1.665 -1.659
16 O 2.293 -0.861 -2.042
17 H 5.804 -1.630 -1.326
18 H 4.751 -1.756 -0.209
19 O 4.876 -1.829 -1.164
20 H 1.046 -2.637 -2.089
21 H 0.056 -3.743 -2.474
22 O 0.114 -2.885 -2.034

Summary:
Charge ... +1
HOMO ... -12.08 eV
Relative energy (zero: lowest compared OMol25 entry of this formula, charge and spin) ... 18.3 kcal per mole
HOMO-LUMO gap ... 9.197 eV

No. 3
Below is a 2-piece molecular cluster, C4H9FN overall at a distorted geometry, with properties calculated with ωB97M-V with the def2-TZVPD basis set.

Positions of all 15 atoms, in Å:
1 C -0.008 0.919 0.285
2 C 3.448 0.396 -0.087
3 C -2.283 0.369 -0.343
4 C -0.673 -1.338 0.354
5 N -0.936 0.065 0.109
6 F -0.211 2.191 0.066
7 H 3.490 -0.674 -0.017
8 H 3.369 0.873 -1.046
9 H 3.535 0.998 0.800
10 H -2.574 -0.357 -1.102
11 H -2.338 1.373 -0.754
12 H -2.978 0.285 0.495
13 H 0.302 -1.466 0.811
14 H -0.704 -1.887 -0.586
15 H -1.436 -1.747 1.014

Summary:
Charge ... +1
HOMO (alpha / beta) ... -13.13 / -15.95 eV
Relative energy (zero: lowest compared OMol25 entry of this formula, charge and spin) ... 119.6 kcal per mole
HOMO-LUMO gap (alpha / beta) ... 5.485 / 10.882 eV

No. 4
Below is an isolated molecule of C4H4O3 at a distorted geometry, with properties calculated with ωB97M-V with the def2-TZVPD basis set.

Positions of all 11 atoms, in Å:
1 O -2.357 -0.219 -0.255
2 C -1.055 0.193 -0.003
3 C -0.549 1.431 -0.047
4 O 0.878 1.315 -0.096
5 C 1.108 -0.025 -0.089
6 O 2.405 -0.238 -0.231
7 C -0.076 -0.805 0.001
8 H -2.204 -1.234 0.011
9 H -0.852 2.508 0.176
10 H 2.820 -1.114 0.215
11 H -0.118 -1.812 0.318

Summary:
HOMO ... -8.05 eV
Relative energy (zero: lowest compared OMol25 entry of this formula, charge and spin) ... 57.7 kcal per mole
HOMO-LUMO gap ... 8.390 eV

No. 5
Below is an isolated ion of composition C19H29BrNO4P2 and charge +1 at a distorted geometry, with properties calculated with ωB97M-V with the def2-TZVPD basis set.

Positions of all 56 atoms, in Å:
1 C 1.868 -4.387 2.711
2 O 3.045 -3.802 2.110
3 C 2.573 -2.759 1.229
4 C 3.711 -2.542 0.133
5 C 3.054 -2.317 -1.299
6 C 3.579 -1.038 -2.073
7 C 3.438 0.319 -1.228
8 C 1.890 0.681 -1.170
9 C 1.389 1.172 0.247
10 C -0.153 1.490 0.157
11 C -1.013 0.405 -0.365
12 C -2.493 0.605 -0.442
13 C -3.326 -0.543 -0.936
14 Br -2.520 -2.248 -1.501
15 C -4.779 -0.351 -0.982
16 P -6.009 -1.662 -1.512
17 O -7.292 -1.008 -1.883
18 O -5.440 -2.673 -2.695
19 O -6.225 -2.637 -0.164
20 C -5.372 0.994 -0.578
21 C -4.549 2.114 -0.099
22 C -3.059 1.921 -0.004
23 C -2.102 2.932 0.496
24 N -0.725 2.713 0.580
25 P 0.225 4.055 1.264
26 C 1.562 4.655 0.103
27 C 0.882 3.590 2.953
28 H 1.274 -3.636 3.302
29 H 2.251 -5.203 3.399
30 H 1.250 -4.914 1.922
31 H 1.586 -3.078 0.778
32 H 2.413 -1.794 1.806
33 H 4.355 -3.472 0.077
34 H 4.380 -1.707 0.477
35 H 3.286 -3.209 -1.948
36 H 1.936 -2.260 -1.165
37 H 2.883 -0.894 -2.960
38 H 4.629 -1.181 -2.457
39 H 3.950 1.112 -1.857
40 H 3.928 0.250 -0.220
41 H 1.324 -0.209 -1.571
42 H 1.705 1.518 -1.911
43 H 1.996 1.996 0.702
44 H 1.465 0.281 0.950
45 H -0.535 -0.548 -0.687
46 H -4.816 -2.225 -3.300
47 H -5.939 -3.551 -0.365
48 H -6.488 1.099 -0.664
49 H -4.991 3.101 0.196
50 H -2.492 3.934 0.830
51 H 2.380 3.918 -0.125
52 H 1.093 5.013 -0.865
53 H 2.035 5.577 0.562
54 H 2.002 3.543 3.037
55 H 0.474 2.570 3.244
56 H 0.510 4.292 3.760

Summary:
Charge ... +1
HOMO ... -11.97 eV
HOMO-LUMO gap ... 7.065 eV

No. 6
Below is an isolated ion of composition C8H13BrNO2 and charge +1 at a distorted geometry, with properties calculated with ωB97M-V with the def2-TZVPD basis set.

Positions of all 25 atoms, in Å:
1 C 0.655 1.443 1.854
2 N 1.115 1.514 0.459
3 C 0.095 0.719 -0.265
4 C -0.844 1.336 -0.964
5 C -1.823 0.624 -1.784
6 C -2.109 -0.794 -1.155
7 Br -3.201 -0.536 0.584
8 C -0.864 -1.538 -0.906
9 C 0.102 -0.876 -0.308
10 C 1.355 -1.561 0.134
11 O 2.529 -0.782 -0.128
12 O 1.419 -1.738 1.554
13 H 0.906 2.255 2.376
14 H -0.408 1.491 1.963
15 H 0.953 0.624 2.428
16 H 1.961 0.956 0.443
17 H 1.020 2.438 0.144
18 H -0.970 2.352 -1.102
19 H -2.629 1.288 -1.794
20 H -1.258 0.606 -2.663
21 H -2.873 -1.383 -1.868
22 H -0.675 -2.637 -1.003
23 H 1.521 -2.496 -0.299
24 H 3.321 -1.036 0.334
25 H 0.702 -2.270 1.967

Summary:
Charge ... +1
HOMO ... -13.15 eV
Relative energy (zero: lowest compared OMol25 entry of this formula, charge and spin) ... 8.1 kcal per mole
HOMO-LUMO gap ... 9.673 eV

No. 7
Below is a 2-piece molecular cluster, C7H10N3 overall at a distorted geometry, with properties calculated with ωB97M-V with the def2-TZVPD basis set.

Positions of all 20 atoms, in Å:
1 C 2.491 -0.863 -0.327
2 C 1.598 -1.807 0.150
3 C 1.766 0.424 -0.462
4 C -0.376 0.953 0.529
5 C -1.306 1.762 0.938
6 C 2.110 1.660 -0.791
7 C -2.681 -0.795 -0.507
8 N 0.374 -1.211 0.281
9 N 0.511 0.129 0.100
10 N -2.114 -0.993 0.591
11 H 3.495 -0.941 -0.693
12 H 1.846 -2.912 -0.016
13 H -2.255 1.827 0.491
14 H -1.162 2.120 1.916
15 H 3.109 1.784 -1.204
16 H 1.410 2.401 -0.705
17 H -3.495 -0.225 -0.796
18 H -2.135 -1.350 -1.227
19 H -0.618 -1.456 0.309
20 H -2.568 -0.506 1.422

Summary:
Charge ... +1
HOMO (alpha / beta) ... -11.84 / -11.84 eV
Relative energy (zero: lowest compared OMol25 entry of this formula, charge and spin) ... 140.7 kcal per mole
HOMO-LUMO gap (alpha / beta) ... 7.195 / 7.194 eV

No. 8
Below is a 3-piece molecular cluster, C6H12N3S overall at a distorted geometry, with properties calculated with ωB97M-V with the def2-TZVPD basis set.

Positions of all 22 atoms, in Å:
1 C 2.668 -0.447 -2.388
2 C 3.424 0.132 -1.409
3 C 1.311 -0.573 -1.981
4 C 1.198 -0.171 -0.727
5 C 0.040 -1.071 -2.663
6 C -0.992 0.060 0.300
7 N -3.206 1.104 2.737
8 N -0.962 0.387 1.550
9 N 0.110 -0.119 2.285
10 S 2.489 0.480 0.085
11 H 3.019 -1.019 -3.260
12 H 4.413 0.462 -1.303
13 H -0.325 -1.878 -1.938
14 H -0.643 -0.255 -2.579
15 H 0.200 -1.437 -3.733
16 H -1.679 0.440 -0.461
17 H -3.398 1.012 3.752
18 H -3.414 2.094 2.533
19 H -1.845 0.731 2.140
20 H 0.318 0.220 3.134
21 H -3.650 0.360 2.194
22 H 0.925 -0.512 1.732

Summary:
Charge ... +1
HOMO ... -12.36 eV
Relative energy (zero: lowest compared OMol25 entry of this formula, charge and spin) ... 132.7 kcal per mole
HOMO-LUMO gap ... 7.638 eV

Number 1: total energy -3737.7449 a.u.. Number 2: total energy -1161.1994 a.u.. Number 3: total energy -311.9860 a.u.. Number 4: total energy -380.4551 a.u.. Number 5: total energy -4353.5355 a.u.. Number 6: total energy -3091.5475 a.u.. Number 7: total energy -436.5419 a.u.. Number 8: total energy -797.8187 a.u..